C18H28N3O8P2Yb | wB97M-V/def2-TZVPD

## Properties
E_HOMO (spin up / spin down) = -6.21 / -6.22 eV
Total energy = -90064.175 eV
ΔE to the lowest compared entry with this formula, charge and spin = 5.523 eV
2S+1 = 2
LUMO (spin up / spin down) = -1.5 / -1.5 eV

Last column: Löwdin spin population.
Element x y z (Å)
C1 -0.968614 1.076586 -5.002340  -0.0031
C2 -1.125557 0.680911 -3.611929  0.0008
N1 -0.204733 1.139733 -2.651968  0.0021
C3 0.738963 1.997136 -3.017255  0.0227
C4 0.893513 2.439005 -4.354054  -0.0008
C5 0.022355 1.959488 -5.360318  0.0006
C6 -2.261383 -0.093167 -3.300240  -0.0024
P1 -3.001450 -0.459082 -1.648087  0.0003
Yb1 -0.359988 -0.071762 -0.351280  0.0878
P2 2.700431 1.594456 -0.882737  0.3723
C7 1.737094 2.610088 -1.957065  0.0557
O1 0.380816 -4.168556 -4.631002  0.0004
O2 0.040977 -2.823040 -0.551276  0.0176
H1 -1.644233 0.622710 -5.763070  -0.0001
H2 1.638804 3.210331 -4.517841  0.0003
H3 0.132359 2.379907 -6.403618  0.0003
C8 -4.599328 0.483075 -1.804048  -0.0001
C9 -3.601719 -2.211902 -1.909240  0.0001
H4 2.472003 3.203380 -2.509813  0.0175
H5 1.104147 3.250894 -1.354567  0.0025
H6 -0.555539 -4.232964 -4.361011  0.0000
H7 -2.824672 -0.519332 -4.193025  -0.0001
C10 2.589714 1.903978 0.850733  0.0337
C11 4.258731 1.054809 -1.510762  0.0373
H8 1.605957 0.644197 -1.219232  0.0727
H9 0.650759 -2.913140 0.255264  0.0013
H10 0.622465 -2.116583 -0.942682  0.0163
H11 0.635659 -3.180472 -4.731893  0.0001
H12 -0.300409 1.913637 -0.002556  0.0071
H13 2.107937 0.112199 -0.748324  0.1901
H14 -5.399271 -0.094208 -2.304198  0.0000
H15 -4.960266 0.740511 -0.792676  0.0000
H16 -4.426316 1.436567 -2.338612  0.0000
H17 -4.497504 -2.314031 -2.544585  0.0000
H18 -2.783383 -2.842893 -2.296531  0.0001
H19 -3.851098 -2.562602 -0.895810  0.0000
H20 4.919128 1.903929 -1.480315  0.0075
H21 4.685561 0.271410 -0.910539  0.0067
H22 4.187070 0.693294 -2.522146  0.0045
H23 3.523426 2.330442 1.158743  0.0071
H24 1.830910 2.629236 1.054005  0.0001
H25 2.397233 1.035717 1.460511  0.0070
O3 -1.191290 0.355413 1.708677  0.0037
C12 -0.159191 -0.186492 2.233521  0.0029
O4 0.856112 -0.533573 1.509574  0.0257
C13 -0.038702 -0.492712 3.682380  0.0012
C14 0.884059 -1.447658 4.143097  0.0001
C15 0.968441 -1.696030 5.525865  0.0000
C16 0.204853 -0.941841 6.429672  -0.0001
C17 -0.669177 0.038770 5.944479  0.0001
C18 -0.807943 0.253373 4.565379  0.0001
N2 -1.431028 0.856972 6.839196  0.0000
O5 -1.306315 0.665373 8.069755  0.0000
O6 -2.183445 1.728618 6.356471  0.0000
N3 1.797877 -2.761908 6.019713  0.0000
O7 2.451205 -3.440335 5.205626  0.0000
O8 1.826425 -2.971352 7.258238  0.0000
H26 1.511898 -2.010666 3.446499  0.0002
H27 0.273778 -1.120526 7.499334  0.0000
H28 -1.498126 0.990664 4.159910  0.0001

Atomic forces in eV per Å
0.64 0.04 -0.75
-1.09 -0.40 0.11
-0.10 -1.04 0.35
0.79 0.42 -1.91
0.43 0.18 1.86
-0.45 0.16 -0.45
0.18 -0.55 -0.07
0.20 0.01 -2.36
-1.78 0.39 -1.27
0.55 4.95 0.36
-0.66 1.06 -1.93
0.38 2.09 -0.15
2.44 1.46 1.49
0.53 0.56 0.78
-0.07 -0.16 -0.34
-0.20 -0.80 1.24
-0.32 0.31 0.64
0.11 0.07 0.64
-0.29 0.24 -0.21
0.11 0.10 0.53
0.74 0.51 -0.21
0.66 0.75 1.19
0.59 0.12 0.19
-0.07 -0.36 -0.08
-0.46 -1.04 -0.18
-1.59 -0.43 -1.06
-0.47 -1.18 -0.60
-1.14 -2.56 0.36
0.88 0.63 -0.06
-1.27 -4.32 0.28
0.52 0.22 0.07
0.02 -0.09 -0.35
0.02 -0.61 0.23
0.44 0.23 0.13
-0.32 0.34 0.18
-0.08 -0.21 -0.37
0.34 0.38 -0.01
0.10 -0.42 0.44
-0.20 -0.08 -0.52
0.80 0.18 0.20
-0.72 0.31 -0.20
-0.16 -0.65 -0.04
1.27 -1.33 2.25
-0.40 0.13 -1.84
-0.40 -0.10 0.97
0.23 0.11 0.69
-0.13 -0.13 0.43
-1.32 1.37 -0.84
-0.14 0.04 0.10
1.01 -0.90 -1.51
-0.04 -0.17 0.49
-1.69 1.75 2.34
-0.09 0.20 -2.38
1.49 -1.72 0.73
1.79 -2.19 1.61
-1.22 1.34 1.15
-0.22 0.64 -2.60
-0.33 0.28 0.29
0.03 0.02 -0.25
0.13 -0.16 0.22